Record 1
ORCA calculation (ωB97M-V/def2-TZVPD) on a 10-piece molecular cluster, C6H32N2O9 overall in a non-equilibrium geometry.

Geometry (Å):
C1 -0.377 -0.858 4.282
C2 0.105 -1.413 2.975
C3 1.389 -1.719 2.778
N1 2.454 -1.557 3.696
C4 -0.874 -1.605 1.824
C5 -0.998 -0.243 1.090
C6 -2.462 0.303 1.214
N2 -0.757 -0.361 -0.358
H1 0.213 -0.048 4.717
H2 -1.386 -0.441 4.225
H3 -0.456 -1.679 5.004
H4 1.663 -2.151 1.819
H5 3.123 -0.837 3.475
H6 2.038 -1.412 4.586
H7 -1.822 -1.981 2.220
H8 -0.460 -2.444 1.263
H9 -0.325 0.407 1.639
H10 -3.170 -0.521 1.110
H11 -2.661 0.503 2.279
H12 -2.545 1.165 0.564
H13 -0.916 0.517 -0.828
H14 -1.362 -1.080 -0.738
O1 2.835 0.381 -3.634
H15 2.253 -0.018 -2.969
H16 3.535 0.586 -3.039
O2 -3.849 0.776 -2.554
H17 -4.558 0.983 -1.939
H18 -3.238 0.263 -2.034
O3 1.250 2.489 -4.237
H19 0.496 1.885 -4.272
H20 1.942 1.786 -4.130
O4 -2.720 3.465 -1.452
H21 -2.374 2.587 -1.596
H22 -2.453 4.122 -2.094
O5 -1.929 -2.350 -2.179
H23 -2.051 -3.174 -2.671
H24 -1.260 -1.968 -2.763
O6 2.320 1.963 0.521
H25 1.819 2.770 0.362
H26 2.290 1.897 1.484
O7 3.055 -3.189 -1.383
H27 2.970 -3.374 -2.324
H28 2.522 -2.378 -1.269
O8 0.036 2.740 -1.144
H29 -0.373 3.427 -0.602
H30 -0.039 3.137 -2.013
O9 2.412 -0.620 -0.628
H31 3.123 -0.411 -0.020
H32 1.573 -0.320 -0.257

Computed properties:
- ΔE to the lowest compared entry with this formula, charge and spin: 43.8 kcal/mol
- E_HOMO: -0.3047 hartree
- Structure (SMILES): C/C(=C\N)C[C@H](C)N.O.O.O.O.O.O.O.O.O
- Frontier orbital gap: 0.3060 Ha
- Largest force on an atom: 2.7 eV Å⁻¹

***

Record 2
ORCA calculation (ωB97M-V/def2-TZVPD) on a 12-piece molecular cluster, C6H32O13 overall in a non-equilibrium geometry.

Geometry (Å):
C1 0.786 -2.853 -0.938
C2 0.112 -1.596 -0.815
C3 0.224 -0.989 0.396
C4 -0.602 0.390 0.410
C5 -2.046 0.413 0.508
C6 -2.595 1.747 0.171
O1 -3.149 1.778 -0.939
O2 -2.685 2.752 1.046
H1 1.758 -2.753 -0.453
H2 0.682 -3.181 -2.010
H3 0.192 -3.615 -0.317
H4 -0.394 -1.149 -1.658
H5 0.737 -1.316 1.220
H6 0.000 1.028 1.247
H7 -0.395 0.828 -0.535
H8 -2.548 -0.359 0.012
H9 -2.534 0.056 1.556
H10 -3.150 3.514 0.592
O3 -1.877 -0.443 -2.414
H11 -2.520 -1.164 -2.515
H12 -2.338 0.313 -2.186
O4 2.896 -1.290 1.450
H13 3.456 -2.033 1.607
H14 3.465 -0.499 1.580
O5 0.686 -0.176 -4.301
H15 0.318 -0.912 -3.861
H16 0.776 0.448 -3.537
O6 1.288 -1.787 4.256
H17 2.088 -1.590 3.551
H18 0.664 -1.053 3.995
O7 2.797 1.157 -4.090
H19 2.619 0.371 -4.329
H20 2.500 1.561 -3.344
O8 1.714 1.199 -1.633
H21 1.164 1.729 -0.998
H22 1.938 0.454 -1.256
O9 0.138 1.574 3.584
H23 0.544 2.462 3.378
H24 -0.380 1.695 4.273
O10 -1.809 -1.114 3.643
H25 -1.351 -0.816 4.409
H26 -1.498 -1.958 3.391
O11 -1.803 4.118 -2.254
H27 -2.314 3.443 -1.742
H28 -1.010 3.713 -2.440
O12 -2.467 -2.868 0.300
H29 -2.646 -3.466 -0.355
H30 -1.799 -2.114 0.034
O13 3.333 1.357 1.072
H31 2.825 1.440 0.282
H32 4.207 1.554 0.955

Computed properties:
- ΔE to the lowest compared entry with this formula, charge and spin: 113.7 kcal/mol
- E_HOMO: -0.3457 hartree
- Structure (SMILES): C/C=C/CCC(=O)O.O.O.O.O.O.O.O.O.O.O.O
- Frontier orbital gap: 0.3408 Ha
- Largest force on an atom: 10.2 eV Å⁻¹

***

Record 3
ORCA calculation (ωB97M-V/def2-TZVPD) on a 11-piece molecular cluster, C6H32O9S2 overall in a non-equilibrium geometry.

Geometry (Å):
C1 -0.522 -3.154 2.064
C2 -1.639 -3.029 1.015
C3 -0.389 -1.870 2.909
S1 -1.880 -1.690 3.933
S2 -2.701 0.116 3.482
C4 2.829 1.487 0.534
C5 3.515 0.708 -0.295
C6 3.026 0.250 -1.647
H1 0.464 -3.266 1.597
H2 -0.588 -4.088 2.634
H3 -1.229 -2.306 0.306
H4 -2.606 -2.700 1.388
H5 -1.756 -4.023 0.582
H6 -0.129 -1.122 2.166
H7 0.381 -1.875 3.678
H8 3.146 1.492 1.569
H9 1.992 2.056 0.156
H10 4.222 -0.026 0.087
H11 -2.708 -2.506 3.274
H12 1.948 0.392 -1.717
H13 3.321 -0.779 -1.837
H14 3.263 0.860 -2.524
H15 0.254 -1.263 -3.364
H16 -0.073 -2.625 -3.811
O1 0.689 -2.046 -3.731
H17 1.512 0.862 -4.521
H18 0.175 1.319 -3.783
O2 1.100 1.079 -3.685
H19 -2.971 1.962 -0.079
H20 -3.084 0.914 1.045
O3 -3.447 1.161 0.182
H21 -1.298 0.111 -0.521
H22 -0.219 -0.576 -1.382
O4 -0.744 -0.675 -0.586
H23 0.092 2.124 -1.133
H24 -1.168 2.947 -0.650
O5 -0.867 2.143 -1.101
H25 1.090 4.495 1.089
H26 0.611 3.536 2.311
O6 0.401 4.245 1.705
H27 3.322 -2.344 0.977
H28 2.008 -1.667 0.686
O7 2.392 -2.374 1.223
H29 -2.530 2.918 1.558
H30 -1.656 4.075 1.345
O8 -2.239 3.489 0.833
H31 -1.431 1.075 -2.326
H32 -2.337 -0.141 -2.683
O9 -1.544 0.328 -2.953

Computed properties:
- ΔE to the lowest compared entry with this formula, charge and spin: 0.0 kcal/mol
- E_HOMO: -0.3045 hartree
- Frontier orbital gap: 0.3078 Ha
- Largest force on an atom: 1.9 eV Å⁻¹

***

Record 4
ORCA calculation (ωB97M-V/def2-TZVPD) on C6H33Hf2NO19S2 as an isolated structure in a non-equilibrium geometry.

Geometry (Å):
Hf1 -1.762 -2.801 -1.407
Hf2 -1.813 0.703 3.022
S1 -0.026 -1.586 0.752
O1 -0.254 -1.322 -0.673
O2 -0.954 -2.732 0.751
O3 1.332 -1.972 1.111
O4 -0.503 -0.499 1.579
S2 -3.499 -0.564 0.853
O5 -2.994 -1.520 -0.148
O6 -4.907 -0.259 0.692
O7 -3.126 -0.914 2.229
O8 -2.662 0.639 0.905
C1 -0.669 5.798 -2.599
O9 -0.472 5.182 -1.311
C2 -1.493 4.255 -0.987
C3 -1.441 2.922 -1.707
N1 -0.431 2.000 -1.203
C4 0.952 2.527 -1.367
C5 1.990 1.469 -1.037
O10 1.943 0.442 -2.058
C6 2.968 -0.509 -1.980
H1 0.201 6.415 -2.814
H2 -1.520 6.481 -2.577
H3 -0.886 5.086 -3.397
H4 -2.478 4.707 -1.133
H5 -1.486 4.067 0.089
H6 -1.417 3.030 -2.793
H7 -2.436 2.501 -1.536
H8 -0.326 1.121 -1.694
H9 1.081 3.457 -0.813
H10 1.087 2.831 -2.408
H11 1.869 1.015 -0.051
H12 2.950 1.990 -1.025
H13 2.974 -0.867 -0.947
H14 3.953 -0.110 -2.234
H15 2.941 -1.378 -2.640
O11 -0.729 2.213 1.555
H16 -0.783 2.181 0.562
H17 -0.023 2.842 1.749
O12 2.363 -3.804 -0.328
H18 3.256 -4.043 -0.059
H19 2.114 -3.050 0.235
O13 0.092 -2.422 -2.944
H20 0.377 -2.941 -3.709
H21 0.601 -1.599 -2.995
O14 0.526 0.887 3.701
H22 1.243 0.466 3.184
H23 0.961 1.217 4.498
O15 -1.183 -1.495 3.870
H24 -1.791 -1.959 4.459
H25 -0.472 -2.148 3.681
O16 0.018 -4.485 -1.096
H26 0.948 -4.290 -0.836
H27 -0.051 -5.447 -1.062
O17 0.902 -2.966 3.423
H28 1.678 -3.140 3.965
H29 1.252 -2.650 2.575
O18 2.673 0.006 2.277
H30 3.499 0.335 1.907
H31 2.366 -0.661 1.650
O19 -2.680 -4.586 -0.101
H32 -2.257 -5.149 0.562
H33 -3.587 -4.917 -0.167

Computed properties:
- ΔE to the lowest compared entry with this formula, charge and spin: 37.5 kcal/mol
- E_HOMO: -0.6674 hartree
- Frontier orbital gap: 0.1257 Ha
- Charge: +4
- Largest force on an atom: 8.5 eV Å⁻¹

***

Record 5
ORCA calculation (ωB97M-V/def2-TZVPD) on a 9-piece molecular cluster, C6H33N2O8 overall in a non-equilibrium geometry.

Geometry (Å):
C1 -0.602 0.788 -1.631
N1 -0.624 -0.030 -0.450
C2 -1.522 -1.188 -0.522
C3 -1.298 -2.074 0.712
C4 0.046 -2.799 0.623
C5 -2.452 -3.080 0.748
C6 0.686 0.476 -2.437
N2 1.860 0.393 -1.535
H1 -1.406 0.606 -2.348
H2 -0.602 1.857 -1.429
H3 -0.729 0.466 0.421
H4 -1.288 -1.755 -1.420
H5 -2.559 -0.850 -0.571
H6 -1.274 -1.425 1.588
H7 0.879 -2.213 0.983
H8 0.024 -3.744 1.165
H9 0.274 -3.059 -0.416
H10 -2.450 -3.656 -0.177
H11 -3.398 -2.547 0.853
H12 -2.382 -3.775 1.584
H13 0.984 1.285 -3.095
H14 0.541 -0.486 -2.896
H15 2.600 -0.136 -2.000
H16 2.372 1.256 -1.295
H17 1.686 -0.133 -0.669
H18 -3.242 2.597 0.750
H19 -3.579 1.466 -0.173
O1 -2.864 1.768 0.426
H20 2.993 3.080 3.198
H21 2.278 1.791 2.883
O2 3.159 2.135 3.118
H22 1.628 -3.065 -2.476
H23 2.682 -2.534 -3.415
O3 1.923 -2.245 -2.891
H24 -0.010 2.368 2.507
H25 -0.010 1.005 3.001
O4 0.476 1.543 2.350
H26 -2.218 0.160 3.193
H27 -2.197 1.344 2.218
O5 -1.978 1.096 3.131
H28 4.570 0.498 1.580
H29 4.965 1.979 1.576
O6 4.817 1.223 0.996
H30 -5.517 0.075 -1.121
H31 -5.014 1.244 -2.005
O7 -4.773 0.670 -1.266
H32 4.396 2.085 -0.468
H33 4.294 3.133 -1.683
O8 3.856 2.410 -1.216

Computed properties:
- ΔE to the lowest compared entry with this formula, charge and spin: 30.6 kcal/mol
- E_HOMO: -0.4344 hartree
- Frontier orbital gap: 0.3518 Ha
- Charge: +1
- Largest force on an atom: 1.8 eV Å⁻¹

***

Record 6
ORCA calculation (ωB97M-V/def2-TZVPD) on a 11-piece molecular cluster, C6H33NO11 overall in a non-equilibrium geometry.

Geometry (Å):
C1 0.832 2.511 2.430
C2 1.235 1.074 2.081
C3 0.949 0.763 0.591
C4 -0.492 0.336 0.368
N1 -0.629 -1.117 0.266
C5 -0.381 -1.943 -0.786
C6 -0.404 -1.433 -2.172
O1 -0.382 -3.158 -0.532
H1 1.363 3.299 1.886
H2 1.026 2.657 3.491
H3 -0.217 2.692 2.184
H4 2.268 0.794 2.296
H5 0.694 0.516 2.856
H6 1.273 1.697 0.149
H7 1.761 0.149 0.217
H8 -1.180 0.601 1.170
H9 -0.954 0.797 -0.505
H10 -0.614 -1.657 1.119
H11 -0.660 -0.383 -2.285
H12 -1.118 -1.988 -2.785
H13 0.498 -1.652 -2.744
O2 -3.758 1.233 0.320
H14 -3.060 1.871 0.496
H15 -3.851 0.647 1.074
O3 0.733 -3.379 2.591
H16 0.693 -4.313 2.363
H17 0.832 -2.959 1.730
O4 2.445 -3.008 -0.141
H18 1.595 -3.375 -0.441
H19 2.676 -2.428 -0.887
O5 -1.441 1.933 -2.493
H20 -2.289 1.466 -2.614
H21 -1.561 2.838 -2.179
O6 1.349 1.913 -1.945
H22 1.771 1.961 -2.813
H23 0.420 1.827 -2.250
O7 2.577 -0.698 -1.947
H24 3.390 -0.188 -1.840
H25 1.991 -0.274 -1.295
O8 -3.278 0.023 -3.102
H26 -4.127 0.104 -2.661
H27 -3.306 -0.132 -4.047
O9 3.188 -1.520 1.865
H28 3.652 -2.346 1.675
H29 2.452 -1.743 1.270
O10 -2.205 -1.429 3.214
H30 -1.776 -2.293 3.169
H31 -3.117 -1.606 3.461
O11 -0.696 3.716 -0.617
H32 -0.181 4.484 -0.354
H33 0.016 3.121 -0.897

Computed properties:
- ΔE to the lowest compared entry with this formula, charge and spin: 60.8 kcal/mol
- E_HOMO: -0.3487 hartree
- Structure (SMILES): CCCCNC(C)=O.O.O.O.O.O.O.O.O.O.O
- Frontier orbital gap: 0.3559 Ha
- Largest force on an atom: 2.4 eV Å⁻¹

***

Record 7
ORCA calculation (ωB97M-V/def2-TZVPD) on a 11-piece molecular cluster, C6H33NO11 overall in a non-equilibrium geometry.

Geometry (Å):
C1 -2.356 0.051 -0.457
C2 -3.063 1.412 -0.742
C3 -0.844 0.400 0.220
N1 0.222 0.110 -0.569
C4 1.607 0.121 0.144
C5 2.481 -1.042 -0.422
C6 0.361 0.109 -2.024
O1 -0.615 0.751 1.374
H1 -3.073 -0.580 0.311
H2 -2.154 -0.468 -1.498
H3 -3.759 1.298 -1.618
H4 -2.562 2.031 -1.263
H5 -3.439 1.948 0.192
H6 2.100 1.167 0.094
H7 1.562 -0.171 1.225
H8 2.785 -1.012 -1.495
H9 2.000 -2.036 -0.516
H10 3.426 -1.173 -0.016
H11 0.026 -0.651 -2.678
H12 1.403 0.034 -2.421
H13 0.002 1.007 -2.334
H14 0.464 -2.355 2.451
H15 1.426 -3.648 2.146
O2 1.180 -2.719 1.897
H16 -1.669 -3.451 3.528
H17 -0.766 -2.612 4.382
O3 -0.833 -3.476 3.928
H18 -1.968 -0.725 -3.939
H19 -1.225 0.550 -3.834
O4 -1.290 -0.293 -4.265
H20 1.026 -1.206 -4.697
H21 1.917 -1.948 -3.888
O5 1.890 -1.022 -4.285
H22 1.555 -0.563 2.740
H23 0.286 0.376 2.817
O6 0.988 -0.127 3.278
H24 0.864 2.215 1.829
H25 0.227 3.468 1.198
O7 0.620 3.121 1.892
H26 -2.431 2.839 2.181
H27 -1.005 3.146 2.659
O8 -1.882 3.474 2.813
H28 -1.409 1.538 4.342
H29 -0.567 0.806 5.379
O9 -1.192 0.651 4.726
H30 0.849 3.226 -2.216
H31 1.426 3.796 -3.553
O10 1.237 2.987 -3.017
H32 1.965 -3.481 -2.546
H33 0.726 -3.802 -1.483
O11 1.480 -4.073 -1.969

Computed properties:
- ΔE to the lowest compared entry with this formula, charge and spin: 99.7 kcal/mol
- E_HOMO (spin up / spin down): -0.5051 / -0.5049 hartree
- Frontier orbital gap (spin up / spin down): 0.3614 / 0.1857 Ha
- Charge: +1
- Largest force on an atom: 7.5 eV Å⁻¹
- Multiplicity: 2

***

Record 8
ORCA calculation (ωB97M-V/def2-TZVPD) on a 12-piece molecular cluster, C6H33NO12 overall in a non-equilibrium geometry.

Geometry (Å):
N1 2.185 -0.907 3.019
C1 2.805 0.345 2.555
C2 1.714 1.369 1.896
C3 0.506 0.624 1.490
C4 0.108 0.228 0.252
C5 -1.146 -0.496 0.010
C6 -1.629 -0.586 -1.220
O1 -2.684 -1.347 -1.512
H1 1.500 -0.573 3.627
H2 1.704 -1.208 2.197
H3 3.530 0.173 1.736
H4 3.419 0.792 3.396
H5 1.569 2.150 2.773
H6 2.062 1.957 1.033
H7 -0.160 0.372 2.280
H8 0.740 0.695 -0.669
H9 -1.701 -0.970 0.838
H10 -1.236 -0.010 -2.133
H11 -3.297 -1.379 -0.755
O2 0.918 -1.054 -2.586
H12 1.336 -1.592 -3.250
H13 1.525 -1.162 -1.795
O3 2.499 -1.213 -0.559
H14 3.265 -1.758 -0.238
H15 2.000 -1.307 0.289
O4 -2.439 0.612 2.469
H16 -2.364 0.779 1.462
H17 -2.274 1.555 2.590
O5 -3.846 1.662 -0.412
H18 -3.064 1.605 -0.991
H19 -3.630 2.318 0.267
O6 -1.694 -2.434 2.576
H20 -1.060 -1.940 3.090
H21 -2.535 -2.069 2.893
O7 -0.240 -3.167 -1.602
H22 -0.915 -3.603 -1.852
H23 -0.173 -2.321 -1.943
O8 0.890 -2.918 0.879
H24 0.399 -3.246 0.066
H25 0.603 -3.402 1.555
O9 -0.654 3.838 -0.099
H26 0.227 3.881 0.169
H27 -0.801 3.173 -0.727
O10 3.121 1.604 -1.067
H28 3.821 1.474 -1.695
H29 3.143 0.919 -0.392
O11 -1.679 2.176 -2.034
H30 -0.841 1.831 -2.307
H31 -1.891 2.740 -2.810
O12 1.136 1.645 -2.869
H32 1.910 1.669 -2.274
H33 1.121 0.659 -2.929

Computed properties:
- ΔE to the lowest compared entry with this formula, charge and spin: 120.2 kcal/mol
- E_HOMO: -0.2938 hartree
- Structure (SMILES): NCC/C=C/C=C/O.O.O.O.O.O.O.O.O.O.O.O
- Frontier orbital gap: 0.2981 Ha
- Largest force on an atom: 9.3 eV Å⁻¹

***

Record 9
ORCA calculation (ωB97M-V/def2-TZVPD) on a 12-piece molecular cluster, C6H34BF4N12O11 overall in a non-equilibrium geometry.

Geometry (Å):
B1 0.111 -0.634 0.156
F1 -1.013 -1.374 0.053
F2 0.707 -0.552 -1.091
F3 -0.127 0.635 0.555
F4 1.022 -1.134 0.992
O1 -4.326 -1.669 0.775
H1 -3.426 -1.399 0.958
H2 -4.780 -0.855 0.554
O2 3.320 -0.977 3.776
H3 3.692 -1.484 3.055
H4 2.601 -0.486 3.378
O3 1.976 -3.396 0.782
H5 1.542 -2.547 0.698
H6 2.000 -3.561 1.725
O4 -2.197 -2.722 -1.913
H7 -1.559 -2.393 -1.280
H8 -2.944 -2.995 -1.382
O5 1.482 1.246 3.034
H9 0.703 0.920 2.583
H10 1.636 2.110 2.653
C1 3.691 -3.125 -2.518
O6 3.311 -4.319 -2.380
N1 4.449 -2.762 -3.518
N2 3.390 -2.187 -1.654
H11 4.804 -3.576 -3.999
H12 4.763 -1.815 -3.678
H13 3.572 -1.199 -1.754
H14 2.718 -2.538 -0.987
C2 -3.632 1.233 2.197
O7 -4.267 1.424 1.215
N3 -4.007 1.060 3.405
N4 -2.370 0.928 2.204
H15 -4.977 1.073 3.687
H16 -3.364 0.884 4.163
H17 -1.884 0.757 1.335
H18 -2.046 0.417 3.012
C3 -1.865 2.359 -2.989
O8 -2.307 2.813 -1.960
N5 -1.221 1.221 -2.998
N6 -1.998 2.861 -4.173
H19 -1.031 0.754 -3.873
H20 -1.042 0.802 -2.097
H21 -1.467 2.644 -5.004
H22 -2.501 3.736 -4.131
C4 0.970 4.240 1.102
O9 1.775 3.397 1.398
N7 1.257 5.440 1.109
N8 -0.268 4.048 0.831
H23 2.223 5.621 1.340
H24 0.555 6.118 0.849
H25 -0.816 4.838 0.524
H26 -0.763 3.211 0.557
C5 -2.143 -3.593 2.519
O10 -3.064 -4.043 3.242
N9 -1.289 -2.685 2.874
N10 -1.960 -4.047 1.297
H27 -1.238 -2.317 3.813
H28 -0.956 -2.040 2.173
H29 -1.090 -4.046 0.784
H30 -2.590 -4.799 1.058
C6 2.521 1.711 -2.685
O11 3.100 2.583 -3.252
N11 2.326 1.708 -1.367
N12 2.057 0.622 -3.239
H31 1.636 1.055 -1.023
H32 2.574 2.420 -0.695
H33 2.669 0.341 -3.991
H34 1.373 0.038 -2.780

Computed properties:
- E_HOMO: -0.2627 hartree
- Frontier orbital gap: 0.3487 Ha
- Charge: -1
- Largest force on an atom: 8.9 eV Å⁻¹